Model one:
Computed, not measured: the molecule CH2Cl2N2, with the ωB97M-V functional and the def2-TZVPD basis.

Positions of all 7 atoms, in Å:
Cl (0.746, -0.135, -1.806)
Cl (1.711, 2.044, 0.232)
N (0.893, 0.680, 0.760)
N (0.140, 0.066, 0.074)
C (-0.888, -0.658, 0.266)
H (-1.208, -1.346, -0.680)
H (-1.393, -0.651, 1.154)

Table of Mulliken atomic charges, one value per atom, all in e:
1 Cl -0.229
2 Cl 0.006
3 N -0.479
4 N 0.395
5 C -0.210
6 H 0.173
7 H 0.344



Model two:
Computed, not measured: a cluster of 2 separate species, CH2Cl2N2 in total, with the ωB97M-V functional and the def2-TZVPD basis.

Positions of all 7 atoms, in Å:
Cl (1.198, 1.553, 0.063)
Cl (2.711, -1.527, -0.218)
N (1.073, -1.139, -0.144)
N (-1.744, 0.094, 0.273)
C (0.689, 0.000, 0.038)
H (-1.912, -0.028, -0.673)
H (-2.015, 1.048, 0.661)

Table of Mulliken atomic charges, one value per atom, all in e:
1 Cl -0.051
2 Cl -0.043
3 N -0.187
4 N -0.550
5 C 0.387
6 H 0.223
7 H 0.221



Question: which arrangement is favored energetically? Ranking from most to least stable: model one, model two.